# 1
DFT (wB97M-V/def2-TZVPD) results for a molecular structure, C49H55AsBF4HgN4OSb2 at a distorted geometry.

XYZ file:
```
118
C49H55AsBF4HgN4OSb2 wB97M-V/def2-TZVPD
Hg -11.3625 -13.5181 13.5360
C -9.2214 -11.0746 15.1056
C -9.0158 -11.5686 16.5423
C -9.3632 -13.0004 16.8661
C -8.5414 -13.7423 17.7490
C -8.9355 -15.0019 18.1178
C -10.1079 -15.5343 17.5302
C -10.8083 -14.7714 16.6298
N -10.4187 -13.5369 16.2708
N -10.5704 -10.9431 14.4593
C -11.5362 -10.0081 15.1402
C -11.8742 -10.2709 16.5787
C -11.3700 -9.4489 17.6124
C -11.6966 -9.7357 18.9425
C -12.5124 -10.8580 19.1953
C -13.0037 -11.5680 18.1188
N -12.7719 -11.2357 16.8459
C -10.2968 -10.3914 13.1069
C -11.4851 -10.3799 12.1331
C -11.5036 -9.3248 11.2038
C -12.3868 -9.4065 10.1311
C -13.3440 -10.4382 10.1047
C -13.3286 -11.3672 11.1338
N -12.4403 -11.3135 12.1582
H -8.6695 -11.7732 14.4446
H -8.7776 -10.0486 15.1079
H -9.5534 -10.9174 17.2593
H -7.9388 -11.4525 16.7865
H -7.5977 -13.3191 18.0717
H -8.3777 -15.5570 18.8745
H -10.4554 -16.5520 17.7736
H -11.7546 -15.1298 16.1591
H -12.4631 -10.1501 14.5293
H -11.1172 -8.9899 15.0151
H -10.8415 -8.5217 17.3466
H -11.3225 -9.1646 19.7695
H -12.7991 -11.1161 20.2125
H -13.6272 -12.4569 18.2558
H -9.5091 -11.0258 12.6669
H -9.9438 -9.3459 13.1390
H -10.8261 -8.5009 11.3700
H -12.3422 -8.6606 9.3105
H -14.0896 -10.5302 9.2989
H -14.0440 -12.1780 11.1680
C -15.7516 -11.5348 13.5231
Sb -14.5878 -12.8969 14.7209
C -15.7163 -12.4329 16.5216
C -15.8555 -14.6853 14.1678
C -15.2309 -15.8294 14.8855
C -15.3888 -15.8812 16.2991
C -14.8062 -16.9077 17.0096
C -14.0807 -17.9349 16.3789
C -13.9348 -17.9271 14.9979
C -14.5139 -16.8867 14.2252
C -14.3355 -16.9053 12.7584
Sb -12.4173 -15.8292 11.9230
C -12.5177 -16.8897 9.9650
C -11.0655 -17.2429 12.8390
H -16.7713 -11.4703 13.9766
H -15.8498 -11.8253 12.4657
H -15.2962 -10.5154 13.5017
H -16.7963 -12.6473 16.2894
H -15.5526 -11.3615 16.7683
H -15.4082 -13.0766 17.3506
H -15.8492 -14.7657 13.0769
H -16.8679 -14.4078 14.5487
H -16.1185 -15.2369 16.7915
H -14.8980 -16.9427 18.0901
H -13.6985 -18.7524 17.0036
H -13.4182 -18.7298 14.5083
H -15.1713 -16.4337 12.2000
H -14.1565 -17.9200 12.3871
H -13.2455 -16.3606 9.3458
H -11.5663 -16.9255 9.4509
H -12.8607 -17.9158 10.2008
H -11.3070 -18.2302 12.4170
H -11.1986 -17.3094 13.9321
H -10.0425 -16.9310 12.6366
O -8.7624 -13.5977 12.8255
As -7.4119 -14.5371 12.6236
C -7.6257 -15.8247 11.1810
C -7.4594 -17.2139 11.3702
C -7.9115 -18.0796 10.3479
C -8.4039 -17.5725 9.1435
C -8.4077 -16.1731 8.9119
C -8.0652 -15.3075 9.9444
C -5.9095 -13.5272 11.9576
C -6.0949 -12.2433 11.4980
C -5.0193 -11.6047 10.8687
C -3.7712 -12.2479 10.7462
C -3.6141 -13.5560 11.2299
C -4.6692 -14.2004 11.8665
C -6.5322 -15.1617 14.2575
C -6.9772 -16.3546 14.7837
C -6.3707 -16.8481 15.9548
C -5.4007 -16.1218 16.6544
C -4.9796 -14.8938 16.1008
C -5.5534 -14.4011 14.8960
H -7.0309 -17.6068 12.2779
H -7.8526 -19.1551 10.5287
H -8.8493 -18.2535 8.4319
H -8.6888 -15.8013 7.9314
H -8.2233 -14.2361 9.7810
H -7.0919 -11.7958 11.5792
H -5.1976 -10.6325 10.4130
H -2.9507 -11.7534 10.2240
H -2.6537 -14.0605 11.1914
H -4.5662 -15.1820 12.3227
H -7.7078 -16.9496 14.2709
H -6.6957 -17.8146 16.3266
H -4.9573 -16.4367 17.5816
H -4.1627 -14.3577 16.5765
H -5.1910 -13.4543 14.4701
F -10.7573 -12.7472 9.8585
B -11.2719 -13.9907 9.5063
F -10.6855 -14.5559 8.3809
F -12.6725 -14.0316 9.5006
F -10.8723 -14.8902 10.7279
```

Calculated values
Spin multiplicity: 2
Calculated total energy: -149350.6211 eV
F_max: 2.2 eV/A
Frontier orbital gap (alpha / beta): 6.0 / 6.3 eV
E_HOMO (alpha / beta): -5.5130 / -6.8384 eV
Expectation value of S²: 0.76

# 2
DFT (wB97M-V/def2-TZVPD) results for a molecular structure, C34H29F6MoN3O14S2Te at a distorted geometry.

XYZ file:
```
90
C34H29F6MoN3O14S2Te wB97M-V/def2-TZVPD
Mo 0.5257 -0.3096 2.1038
O -5.2454 -3.0004 3.1933
C -4.2526 -2.5247 2.7125
C -3.5732 -2.9625 1.4193
O -3.9584 -3.8295 0.6741
C -2.3813 -2.0884 1.2577
C -2.3468 -1.1834 2.3246
O -1.4523 -0.2227 2.4027
C -3.4389 -1.3598 3.2580
O -3.6940 -0.7244 4.2623
O -1.5383 -2.1363 0.3227
F 2.8475 -4.1818 -0.9085
C 2.5407 -3.9974 0.3854
F 2.6155 -5.1727 1.0022
F 3.4421 -3.1762 0.9083
S 0.7919 -3.2978 0.4917
O 1.1335 -1.8854 0.7565
O 0.2325 -3.7124 -0.7382
N 0.1567 -3.9596 1.7565
S 0.6848 -3.4628 3.1586
O 0.2744 -2.0896 3.4634
O 2.0436 -3.7831 3.4645
C -0.3783 -4.4803 4.2601
F -0.1205 -4.1245 5.5161
F -1.6617 -4.2904 4.0002
F -0.0755 -5.7659 4.1019
O 0.3069 1.1868 3.6089
C 1.2451 1.7897 4.1529
C 2.6469 1.5126 4.0817
C 3.4882 2.3558 4.8153
C 4.8419 2.1561 4.8265
C 5.4105 1.0852 4.1092
C 4.6138 0.2477 3.3893
C 3.2049 0.4328 3.3290
O 2.5108 -0.3691 2.6088
N 5.6950 3.0487 5.5854
O 6.8950 2.8408 5.5689
O 5.1761 3.9657 6.1955
H 0.9622 2.6283 4.8025
H 3.0674 3.1790 5.3779
H 6.4814 0.9469 4.1451
H 5.0201 -0.5820 2.8275
C -0.1739 3.1619 0.3595
C 0.9263 2.2334 0.8183
O 1.9719 2.6710 1.2849
N 0.6919 0.8798 0.7045
Te -0.4982 -0.3407 -1.3765
C -2.3631 -0.4065 -2.3949
C -3.5102 0.0651 -1.7513
C -3.4890 0.7771 -0.4272
C -4.7300 -0.0837 -2.4048
C -4.8268 -0.6711 -3.6570
C -6.1652 -0.8599 -4.3167
C -3.6639 -1.1220 -4.2699
C -2.4256 -1.0047 -3.6543
C -1.1903 -1.5180 -4.3444
C 0.5119 1.1431 -2.5345
C -0.0838 2.2494 -3.1545
C -1.5527 2.5718 -3.0636
C 0.7257 3.1279 -3.8712
C 2.0961 2.9530 -3.9684
C 2.9585 3.9292 -4.7201
C 2.6650 1.8619 -3.3233
C 1.9019 0.9506 -2.6063
C 2.6067 -0.1820 -1.9064
H -0.3379 3.9174 1.1272
H -1.0979 2.6212 0.1732
H 0.1516 3.6701 -0.5495
H -2.6090 0.5443 0.1722
H -4.3618 0.5082 0.1679
H -3.5162 1.8606 -0.5761
H -5.6302 0.2681 -1.9115
H -6.8603 -0.0691 -4.0350
H -6.6069 -1.8112 -4.0125
H -6.0740 -0.8680 -5.4028
H -3.7243 -1.5949 -5.2447
H -1.4558 -2.1443 -5.1951
H -0.5774 -2.1179 -3.6665
H -0.5637 -0.6984 -4.7072
H -1.9566 2.3276 -2.0855
H -2.1430 2.0296 -3.8042
H -1.7060 3.6384 -3.2333
H 0.2656 3.9876 -4.3479
H 2.3544 4.6636 -5.2516
H 3.5894 3.4159 -5.4473
H 3.6181 4.4656 -4.0353
H 3.7388 1.7161 -3.3724
H 3.6429 -0.2420 -2.2348
H 2.1420 -1.1517 -2.1004
H 2.5974 -0.0270 -0.8231
```

Calculated values
Spin multiplicity: 4
Calculated total energy: -115987.0143 eV
F_max: 1.1 eV/A
Frontier orbital gap (alpha / beta): 6.3 / 4.9 eV
E_HOMO (alpha / beta): -5.0025 / -5.0292 eV
Expectation value of S²: 3.78
Total charge: -1

- Among the records above, which one has the lowest expectation value of S²?
  C49H55AsBF4HgN4OSb2

- Among the records above, which one has the highest F_max?
  C49H55AsBF4HgN4OSb2

- Among the records above, which one has the lowest F_max?
  C34H29F6MoN3O14S2Te